Density functional theory data (ωB97M-V with the def2-TZVPD basis set) for 16 unconnected molecules or ions with the total composition C32H101N25O16 in a non-equilibrium geometry.

E_tot = -104841.582 eV
HOMO-LUMO gap = 0.2815 hartree
Total charge = 0

```
174
Properties=species:S:1:pos:R:3:mulliken_charge:R:1
N 4.370 1.477 2.978 -0.64
H -5.044 -2.400 3.792 0.42
H -2.935 -5.868 -0.752 0.29
C 6.976 -2.851 -1.736 -0.71
C 3.139 0.987 -6.276 0.76
H 7.488 -0.190 -2.320 0.12
H -0.562 3.590 1.271 0.09
H 4.353 -2.770 -1.673 -0.21
O -0.201 -3.244 3.594 -0.81
H 3.094 1.303 -4.273 0.02
N -5.305 -3.679 -0.626 -0.40
O -7.136 0.398 5.982 -0.40
C -5.607 -1.693 3.167 -0.89
H 0.793 -1.187 1.172 0.05
H -2.550 4.939 -5.684 0.46
H 7.949 -3.218 -1.389 0.51
C -1.575 5.661 -3.921 0.62
H -7.390 -1.741 4.478 0.42
H 2.469 -1.098 -2.044 0.19
O -3.541 -2.230 -0.692 -0.34
H 1.470 3.292 2.797 0.27
H -4.800 -1.001 2.924 -0.13
H -4.263 1.790 3.302 0.06
H 4.339 2.212 -7.354 0.23
C 4.093 3.888 2.150 -1.06
H -5.217 0.167 5.250 -0.33
H 4.259 -0.892 0.090 0.01
H 4.432 0.614 0.931 0.34
H -0.846 5.317 -3.185 0.14
H 4.591 4.291 3.040 0.45
N -0.987 -4.405 1.287 0.07
C -0.009 -1.299 -5.521 0.55
H 5.383 5.836 0.897 0.36
H 3.864 -3.702 2.692 0.30
H -1.784 -1.678 -6.229 0.15
H -5.811 -1.270 6.056 0.58
C 4.719 0.646 -1.120 0.49
H -6.119 -2.256 2.396 0.21
H -1.502 -0.795 2.542 -0.09
N 3.263 -4.240 2.094 -0.42
C 0.094 -0.899 0.386 -0.83
C -2.094 -5.118 0.929 0.55
H -2.388 0.658 1.935 -0.15
H 6.411 4.842 0.051 0.33
H -0.622 -1.600 -0.046 0.01
H 6.612 -2.087 -1.035 0.26
H -1.457 7.187 -5.364 0.26
H -6.552 0.687 3.200 0.19
H 4.450 2.408 -5.598 0.14
H 8.553 -0.793 -3.686 0.27
N -0.613 -5.220 -3.498 -0.30
H -1.931 5.207 0.957 0.13
N -2.676 4.638 0.604 -0.38
N -0.942 6.842 -4.562 -0.74
H -1.586 -2.287 -4.573 0.13
C -6.678 0.931 7.226 -0.76
H -6.148 2.967 0.568 0.16
H -0.767 2.748 5.388 0.39
O 5.047 3.752 1.088 -0.48
H -1.618 -4.784 -1.027 0.16
C 2.191 2.610 3.258 -1.54
O 0.773 -1.231 -4.569 -0.60
H -6.264 -3.796 -0.366 0.19
C 5.893 4.872 1.012 -0.97
H -0.382 1.619 4.089 -0.11
H 0.674 -1.102 5.777 0.17
H 6.726 -4.779 -3.716 0.31
H -4.645 -4.435 -0.600 0.14
C 0.425 -4.495 -2.993 0.54
H 4.840 1.945 3.757 0.38
O 2.765 0.373 -7.284 -0.83
H 4.730 2.604 -0.321 0.32
H 1.693 1.640 3.248 0.19
N 4.646 -3.429 -2.387 -0.48
N 0.108 -3.251 -2.604 1.12
H 6.607 4.929 1.835 0.31
H 2.191 -0.112 -4.873 -0.06
H -1.520 -4.819 -3.630 0.13
O 1.566 -4.955 -2.864 -0.75
H -1.826 1.639 -3.348 0.24
C -4.756 -2.406 -0.577 0.43
O -3.135 1.564 4.662 -0.50
H -1.822 -0.081 4.728 -0.02
H 2.398 2.991 4.259 0.38
H -3.144 5.299 -2.510 0.12
H -1.377 3.065 -2.659 0.01
H 7.167 -5.690 -2.317 0.36
O 7.170 -2.130 -2.939 -0.33
O -3.179 2.633 -0.304 -0.73
H -0.613 -0.406 -2.246 -0.01
N 1.771 -1.268 -1.327 1.07
C 0.485 -2.425 4.203 0.61
N -1.241 -1.871 -5.410 -0.28
C 3.090 -3.743 0.850 0.18
H -0.569 2.549 -4.217 0.37
N 1.745 -2.166 3.779 -0.26
H 3.318 4.605 1.868 0.38
C 8.021 -1.035 -2.767 -0.67
O -0.692 0.188 0.916 0.49
H -5.935 1.720 7.086 0.20
O -2.443 3.349 -4.437 -0.46
H 1.490 0.549 -0.345 -1.00
H 2.235 -4.195 -0.919 -0.15
H 3.773 0.836 3.494 0.13
H 2.224 -1.887 -0.667 -1.01
H -0.038 1.126 5.674 0.35
H -7.831 0.448 4.034 0.48
N 2.748 0.732 -5.019 0.19
C -2.359 3.338 0.271 0.74
N 0.305 -1.010 -6.830 -0.38
H -0.897 7.616 -3.915 0.25
O 4.750 0.010 -2.182 -0.48
H 8.848 -1.191 -2.056 0.34
H 0.670 0.805 -2.701 0.26
N 2.402 -4.567 0.007 -0.04
C 6.337 -5.136 -2.760 -1.45
H -0.421 -4.162 0.496 -0.05
H 2.474 -1.880 4.401 0.24
H 1.868 -2.525 2.846 0.05
N 0.214 -1.928 5.451 -0.43
C 0.885 -0.264 -0.780 1.35
N 4.918 1.999 -1.118 -0.23
O -2.982 -5.456 1.699 -0.70
H 3.255 2.106 1.451 -1.35
C -1.815 -0.225 1.658 0.16
H 5.472 -5.768 -2.959 0.38
N -5.720 -1.492 -0.521 -0.32
H 2.102 -5.450 0.373 0.25
N 4.087 1.961 -6.418 -0.39
H -2.212 0.526 6.266 0.52
C -6.640 -1.034 4.104 0.20
H -6.304 0.133 7.868 0.34
N -2.092 -5.433 -0.423 -0.45
H -3.623 6.329 -3.889 0.33
C -1.884 4.543 -4.913 -0.80
C -2.035 0.860 5.239 -0.29
H -7.563 1.416 7.636 0.28
H -2.746 7.058 -2.626 0.44
N -7.295 -0.007 3.290 -0.83
H -2.478 -0.928 1.145 -0.08
C -5.767 2.990 2.619 0.47
C 5.918 -3.956 -1.900 0.96
C -1.505 2.634 -3.659 -0.37
O -6.140 3.488 3.688 -0.71
H 2.823 -5.114 2.308 0.12
H -0.506 1.179 -1.430 -0.19
C -2.831 6.115 -3.165 -1.22
N -6.475 3.224 1.483 -0.34
N -1.079 3.023 0.632 0.03
H -3.448 5.042 0.105 0.28
H -3.535 2.073 5.377 0.13
N -4.768 2.108 2.475 0.51
H -0.892 -4.010 2.226 0.27
N 4.405 0.113 0.064 0.18
H 3.936 -4.155 -2.365 0.27
H 5.016 2.303 -2.073 0.23
H -0.469 -6.175 -3.770 0.23
H -0.423 -1.104 -7.510 0.13
H 0.893 -2.614 -2.409 -0.62
C 3.473 2.527 2.438 2.36
H 5.668 -4.301 -0.883 0.10
H -0.748 2.090 0.396 -0.07
O 3.580 -2.686 0.428 -0.73
C 0.062 0.381 -1.907 -0.40
H -0.664 -2.259 5.819 0.29
C -6.122 -0.427 5.429 0.13
H -5.470 -0.534 -0.349 0.17
H -4.297 2.041 1.585 -0.28
C -0.780 1.699 5.103 -0.77
H -0.937 4.345 -5.433 0.37
H -0.815 -2.873 -2.689 -0.10
H 1.139 -0.459 -7.050 0.20
H -7.134 3.983 1.517 0.25
H -6.636 -1.891 -0.556 0.14
```

=====

Density functional theory data (ωB97M-V with the def2-TZVPD basis set) for a molecular structure, C32H14AsAuBF21GeO3S2.

E_tot = -240009.618 eV
Spin multiplicity = 2
HOMO-LUMO gap (spin up / spin down) = 0.2883 / 0.2033 hartree
Total charge = +1

```
76
Properties=species:S:1:pos:R:3:mulliken_spin:R:1
H -4.108 4.569 -2.654 0.00
C 3.392 -0.069 1.633 0.00
S 0.605 -1.532 0.026 0.00
H -5.083 -0.494 1.755 0.00
S -2.980 -2.491 1.995 0.34
B -1.047 0.842 -0.044 0.01
C -5.078 -0.015 -0.329 0.00
C 3.221 0.710 -2.612 0.00
H -4.113 0.972 -3.313 0.00
C -4.492 -0.225 -1.580 0.06
Ge 2.714 -0.734 -0.077 0.00
O -0.641 0.952 -1.343 0.00
C 2.837 -0.236 2.889 0.00
F 3.427 -4.736 -3.359 0.00
C 2.712 0.768 -1.325 0.00
F 3.833 -0.393 -3.050 0.00
H -5.659 1.315 -2.523 0.00
C -1.503 1.904 -1.878 0.00
F 1.607 2.091 0.293 0.00
C -3.643 -1.655 0.629 0.09
H -3.683 -3.233 4.069 0.00
H -4.032 3.590 -0.357 0.00
H -2.989 -1.324 -2.659 0.00
C 2.003 3.045 -1.795 0.00
C 3.395 0.289 4.039 0.00
F 2.135 -2.568 -2.411 0.00
C -4.649 -0.702 0.788 0.03
H -2.536 3.842 -4.386 0.00
F 6.669 -4.269 0.014 0.00
As -1.909 0.356 4.399 0.00
C 2.124 1.962 -0.948 0.00
F -0.651 0.541 5.519 0.00
H -5.023 -3.298 2.860 0.02
C 4.882 -2.740 -0.102 0.00
F 2.820 0.103 5.217 0.00
O -2.126 1.618 0.274 -0.01
C 3.257 -2.978 -1.799 0.00
F -0.854 1.189 3.135 0.00
C -2.485 3.392 -3.404 0.00
C 5.065 -4.525 -1.682 0.00
C 4.572 0.656 1.582 0.00
C 3.126 1.775 -3.492 0.00
C 5.169 1.200 2.704 0.00
O -2.292 -3.726 1.644 0.36
C 5.559 -3.850 -0.578 0.00
F -2.917 -0.554 5.434 0.00
C -2.395 2.308 -0.903 0.01
C 4.572 1.015 3.941 0.00
C -3.454 -1.158 -1.695 -0.01
F 5.699 -5.587 -2.145 0.00
F 5.395 -2.118 0.965 0.00
C 2.509 2.945 -3.081 0.00
H -0.810 2.102 -3.905 0.00
F 3.619 1.684 -4.720 0.00
F 1.397 4.159 -1.396 0.00
F 5.125 1.523 5.026 0.00
F 6.300 1.882 2.608 0.00
C -3.354 3.266 -1.134 0.00
C -4.202 -2.710 3.267 0.06
H -4.504 -1.723 3.607 0.00
C -4.959 0.526 -2.787 0.00
C -3.020 -1.879 -0.603 0.02
Au -0.190 -0.097 1.552 0.00
H -5.874 0.712 -0.229 0.00
H -5.455 -0.155 -3.482 0.01
C 3.722 -2.274 -0.699 0.00
C -1.516 2.423 -3.151 0.00
F -1.145 -1.128 3.803 0.00
H -2.229 -2.611 -0.695 0.00
F 1.685 -0.942 3.049 0.00
F 5.184 0.820 0.401 0.00
F -3.052 0.144 3.079 0.01
C 3.903 -4.089 -2.302 0.00
F -2.600 1.858 4.767 0.00
C -3.380 3.804 -2.419 0.00
F 2.399 3.966 -3.916 0.00
```

=====

Density functional theory data (ωB97M-V with the def2-TZVPD basis set) for a molecular structure, C32H14AsAuBF21GeO3S2.

E_tot = -240008.941 eV
Spin multiplicity = 2
HOMO-LUMO gap (spin up / spin down) = 0.2720 / 0.2002 hartree
Total charge = +1

```
76
Properties=species:S:1:pos:R:3:mulliken_spin:R:1
C 1.147 -3.956 -0.934 0.02
C -4.282 3.325 -2.026 0.00
C 1.488 -1.910 1.532 -0.01
H 0.917 1.149 -4.942 0.00
C 1.588 -1.972 2.914 0.00
C 3.517 5.014 -0.259 0.00
O 1.736 2.360 1.339 0.00
Au -0.136 0.917 -0.365 -0.08
Ge 0.265 -2.989 0.491 0.02
C 2.670 3.401 1.322 0.00
O 1.768 3.298 -0.753 0.00
C 3.472 3.842 2.345 0.00
C -3.321 1.239 -2.768 0.00
H -0.953 3.691 -2.641 0.00
H -5.380 1.501 -2.250 0.00
F 2.892 -6.112 -3.973 0.00
F 3.320 -3.599 -0.066 0.00
C -2.723 -4.046 3.196 0.00
O 0.409 1.285 -2.259 0.01
F -3.502 -3.392 4.044 0.00
C 2.353 -1.046 0.881 -0.01
C -2.015 -6.118 2.194 0.00
F -3.709 -6.080 3.808 0.00
H -2.916 4.977 -1.884 0.00
C -3.026 3.932 -2.146 0.00
H -5.330 4.331 -0.457 0.00
C 4.318 4.904 2.035 0.00
F 2.307 -0.955 -0.467 0.01
F -1.699 -2.055 2.520 0.02
C 3.333 -0.340 2.928 0.00
F 4.198 0.415 3.585 0.00
C 0.388 -4.557 -1.927 -0.04
C 2.523 -4.123 -1.002 0.01
S -1.147 -1.557 -0.580 1.00
H 5.012 6.299 0.567 0.00
C 3.278 -0.274 1.546 0.00
C 0.954 -5.280 -2.956 0.00
F -2.760 0.630 2.643 0.00
F 0.199 -5.838 -3.893 0.00
H 3.445 3.391 3.327 0.00
C 2.488 -1.191 3.618 0.00
S -0.720 0.869 -3.299 0.01
As -1.998 2.066 2.131 0.00
C -1.928 3.221 -2.578 0.00
C 4.340 5.475 0.765 0.00
H 0.117 2.707 -4.526 0.00
H -5.531 5.075 -2.039 0.00
C -5.453 4.119 -1.520 0.00
F -1.181 2.219 3.611 0.00
C -2.091 1.871 -2.889 0.00
F 4.439 -4.987 -2.059 0.00
B 1.241 2.374 0.079 0.00
F -3.288 3.094 2.477 0.00
C 2.332 -5.421 -2.998 0.00
C 3.122 -4.843 -2.018 0.00
C -0.028 1.649 -4.735 0.00
H -0.730 1.502 -5.555 0.00
H 4.973 5.294 2.802 0.00
H -6.389 3.580 -1.650 0.00
H -3.420 0.181 -2.982 0.00
C 2.692 3.966 0.065 0.00
H 3.525 5.450 -1.248 0.00
C -1.799 -3.384 2.417 0.02
C -0.967 -4.046 1.529 -0.03
F -0.947 -4.451 -1.888 0.00
F -1.004 3.280 1.423 0.00
F 2.550 -1.255 4.938 0.00
C -4.415 1.981 -2.349 0.00
F -0.317 -6.117 0.596 0.00
C -2.828 -5.425 3.076 0.00
C -1.096 -5.422 1.431 0.01
F 4.107 0.524 0.881 0.00
F -2.536 1.714 0.506 0.01
F -2.121 -7.436 2.092 0.00
F -0.547 0.861 1.614 0.01
F 0.814 -2.799 3.615 0.00
```

=====

Density functional theory data (ωB97M-V with the def2-TZVPD basis set) for 25 unconnected molecules or ions with the total composition C32H16Cl96FNO2 in a non-equilibrium geometry.

E_tot = -1243888.574 eV
HOMO-LUMO gap = 0.3865 hartree
Total charge = 0

```
148
Properties=species:S:1:pos:R:3:mulliken_charge:R:1
H -3.319 -1.376 -3.247 -1.08
H -2.071 -3.029 -2.865 -0.27
Cl 12.817 -8.647 -3.629 0.00
C -4.774 4.871 8.436 0.26
Cl -7.180 1.811 -6.617 0.04
C -5.959 -0.444 8.671 0.21
C 13.479 2.595 3.749 0.31
F 3.281 0.282 -3.060 -0.17
Cl -5.023 3.849 -11.909 -0.10
C -3.227 -0.844 -1.168 0.37
Cl 10.577 -3.896 2.246 -0.05
Cl 3.270 -4.820 -5.057 -0.09
Cl -4.789 -3.489 -7.235 -0.11
Cl 7.537 -8.272 -3.939 -0.08
Cl -4.498 -1.178 9.331 -0.05
Cl 0.829 -6.280 -4.547 -0.10
Cl 0.911 -0.777 7.747 0.00
Cl 13.213 -4.823 1.518 -0.11
C -2.929 6.879 0.243 0.24
Cl 11.086 -0.326 2.296 -0.02
C 3.373 1.294 4.682 0.14
C -0.571 2.394 1.405 0.28
C -5.489 -0.062 -10.079 0.28
C 2.592 -6.308 -4.388 0.29
C -6.981 -0.347 -0.587 0.09
Cl -2.843 7.592 1.861 -0.10
Cl -4.384 5.687 6.917 -0.06
Cl -5.982 3.619 8.139 -0.02
C -5.200 -2.510 -5.826 0.22
Cl 9.955 -6.785 -4.448 -0.08
Cl -7.903 3.625 -4.489 -0.11
H -0.192 -2.545 -4.147 0.31
Cl -6.325 -1.004 0.918 -0.07
Cl 10.923 -5.599 -0.061 0.00
Cl 6.321 -5.953 -2.112 0.07
H -0.276 -1.172 -3.012 0.24
C -1.135 -3.008 -2.312 -0.19
Cl 3.518 1.994 6.300 -0.07
Cl -5.412 6.048 9.590 -0.10
C -7.158 2.067 -4.864 0.15
C -11.065 3.356 3.488 0.27
Cl -4.657 2.330 5.090 0.07
Cl 6.801 -0.284 10.265 -0.11
Cl -1.452 7.268 -0.650 -0.11
Cl 1.923 1.922 3.887 0.11
Cl -7.081 3.083 3.723 0.01
Cl 0.778 1.266 1.247 -0.09
O 1.251 -2.562 -2.673 -0.18
Cl 11.869 -2.874 -0.133 -0.07
Cl -6.603 0.731 9.825 -0.11
Cl -8.295 -1.525 11.935 -0.06
Cl 9.965 -9.665 -4.649 -0.05
Cl 4.803 1.721 3.735 -0.07
Cl 13.797 0.861 3.925 -0.09
H -3.068 1.268 -3.829 0.19
Cl -5.559 0.368 7.145 0.03
Cl -0.407 3.662 0.181 -0.08
C -1.776 -1.094 -0.696 -0.27
Cl -9.604 10.466 -12.480 -0.10
H -1.965 -3.211 -0.350 0.40
C -0.535 -1.256 8.642 0.19
C -9.111 9.036 -11.565 0.37
Cl -3.085 5.130 0.386 0.04
Cl -4.898 1.932 2.236 0.19
Cl -4.666 4.604 3.318 -0.03
C -2.496 0.668 -3.127 -1.24
Cl -10.417 -0.589 10.219 -0.07
Cl -5.486 2.064 -4.286 -0.11
C -1.290 -2.535 -0.872 -1.39
Cl -8.060 0.778 -4.061 -0.04
Cl -0.574 3.129 3.024 -0.15
H -0.335 -2.617 -0.357 0.46
Cl -6.314 1.267 -0.876 -0.07
Cl -10.234 8.776 -10.226 -0.09
Cl -3.837 0.379 -9.628 -0.11
C -5.322 2.991 3.591 -0.15
C 9.517 0.196 1.665 0.10
Cl -5.981 -1.502 -9.181 -0.04
Cl 8.868 6.687 2.256 -0.10
C -9.877 -1.917 11.253 0.31
Cl -12.817 3.583 3.441 -0.11
Cl 4.297 0.486 9.050 -0.06
Cl 8.791 -1.106 0.713 0.05
Cl -11.040 -2.156 12.562 -0.11
Cl 5.821 -5.251 0.641 -0.12
Cl 15.550 -9.536 -3.907 -0.10
O 1.906 -0.933 -1.372 -0.54
Cl -0.615 -3.019 8.735 -0.10
Cl -3.313 4.126 9.097 -0.10
Cl 3.235 -7.698 -5.273 -0.10
H -0.785 -4.042 -2.272 0.51
Cl -5.463 4.219 -9.081 -0.01
Cl -9.758 -3.399 10.296 -0.09
C -3.403 -0.473 -2.646 1.60
Cl 6.697 1.982 8.478 -0.09
Cl -10.597 2.683 5.054 -0.07
H -2.136 1.291 -2.312 0.23
Cl -4.328 7.535 -0.616 -0.10
H -3.844 -1.685 -0.853 0.26
N 2.581 -0.823 -3.510 -0.19
Cl 9.410 4.045 3.281 0.01
H -4.430 -0.138 -2.790 0.13
H -1.101 -0.350 -1.116 0.17
Cl -2.098 1.536 1.165 0.09
Cl 4.860 -3.538 -1.470 0.00
Cl -6.957 -2.353 -5.722 -0.04
Cl 3.034 -6.442 -2.686 -0.07
C 11.645 -4.298 0.893 0.20
Cl -8.743 -0.238 -0.475 -0.06
Cl 9.716 -8.394 -2.061 -0.03
Cl -0.468 -0.583 10.277 -0.12
Cl 14.995 3.492 3.902 -0.11
Cl -1.972 -0.647 7.817 0.01
C 9.297 -8.282 -3.776 0.23
Cl -3.460 5.785 -10.446 -0.11
H -1.630 0.325 -3.688 0.26
Cl -7.480 9.278 -10.926 -0.10
H 1.926 -0.466 -4.201 0.32
Cl 12.762 2.917 2.165 -0.03
Cl -6.261 6.273 -10.944 0.00
C -0.103 -2.242 -3.105 -0.34
C 1.901 -1.412 -2.425 0.59
Cl 13.410 -11.467 -3.730 -0.11
Cl -4.475 -0.907 -5.992 0.04
Cl -9.125 7.624 -12.628 -0.09
C 13.983 -9.890 -3.170 0.32
Cl 3.263 -0.468 4.813 -0.12
Cl 12.360 3.110 5.011 -0.09
Cl 8.450 0.603 3.015 -0.05
Cl -7.171 -1.695 8.367 -0.07
Cl 9.739 1.618 0.639 -0.08
C 6.043 0.373 8.809 0.31
Cl 11.088 6.261 4.055 -0.07
Cl 11.205 5.242 1.360 -0.09
C -5.053 5.032 -10.595 0.23
Cl -10.576 2.245 2.202 -0.02
H -3.585 0.019 -0.600 -0.40
Cl -4.595 -3.265 -4.350 -0.10
Cl 14.151 -9.916 -1.410 -0.10
C 10.141 5.557 2.739 0.25
Cl -5.557 -0.399 -11.813 -0.10
Cl -6.529 -1.408 -1.922 0.03
Cl -10.259 4.911 3.254 -0.09
C 6.167 -4.614 -0.971 0.08
Cl 7.691 -3.719 -0.939 0.00
Cl -6.568 1.286 -9.696 -0.06
H -1.779 -0.917 0.374 0.45
Cl 6.376 -0.690 7.437 -0.07
```